(1)
44
Properties=species:S:1:pos:R:3:nbo_charge:R:1 method="wB97M-V/def2-TZVPD" total_charge=+2 e_lumo_ev="-5.7331 / -8.9918" relative_energy_kj_mol=75.7 fmax_ev_per_a=3.80 spin_multiplicity=5
H 4.08162 -2.15934 -4.13899 0.258
H 2.56193 -1.61390 -4.98891 0.237
S -1.09519 -0.47925 -2.03410 -0.147
H 2.27808 -2.75259 -3.69464 0.217
C -5.88591 0.31408 0.55413 -0.179
C -5.15999 1.36631 0.97354 -0.069
Br 3.40384 2.28567 0.56812 0.138
Br 0.85907 4.47390 5.26330 0.289
H 2.77091 -3.01432 -1.56253 0.223
H 2.96709 -1.09127 -0.05107 0.205
C -3.76809 1.30780 0.78040 0.019
C -3.93630 -0.85683 -0.11876 0.080
C 2.91974 -1.92249 -3.97903 -0.644
C 2.14718 3.05669 3.05573 -0.056
C -5.36222 -0.78704 -0.01803 -0.193
N 1.49145 -0.30589 -2.79018 -0.549
H -3.43887 -1.68313 -0.46406 0.221
O -1.20143 0.93537 2.07129 -0.689
H 0.01714 -2.56414 -0.97683 0.432
H -3.25503 2.19674 1.08487 0.246
Br -5.88412 2.99478 1.69220 0.162
C 0.97407 1.59495 1.57580 0.346
Os -1.12886 0.30380 0.19373 1.339
C 2.85180 -0.68148 -3.08884 -0.240
C 0.93908 3.20961 3.96815 -0.138
C 0.66567 -1.05840 -2.06747 0.445
C -0.14475 2.35748 3.77558 -0.227
H 1.99288 -1.96219 1.15870 0.210
H 1.10272 0.60907 -3.07104 0.451
C 2.72438 -2.10496 0.31632 -0.622
H 3.64747 -2.47287 0.74336 0.259
H 3.40644 0.20365 -3.68648 0.253
H 3.28327 -0.82344 -2.13497 0.202
C 2.01848 2.36237 1.87432 -0.219
Br 3.60833 3.95863 3.61140 0.356
O 0.74498 0.84933 0.50045 -0.684
H -6.00017 -1.65217 -0.32999 0.272
N 0.88471 -2.14994 -1.31539 -0.567
Br -1.70658 2.35972 4.71769 0.238
C 2.06978 -2.84007 -0.79186 -0.240
H 1.78925 -3.87269 -0.52471 0.239
H -6.96855 0.35903 0.55798 0.263
N -3.19175 0.19744 0.25204 -0.518
C -0.07354 1.55201 2.53877 0.378

(2)
111
Properties=species:S:1:pos:R:3:lowdin_charge:R:1 method="wB97M-V/def2-TZVPD" total_charge=+2 e_lumo_ev="-6.1914 / -7.9626" fmax_ev_per_a=2.23 spin_multiplicity=3
H 0.59809 -2.76476 -4.04186 0.036
C 2.01486 3.61215 0.95818 -0.258
H 3.39587 0.27216 -3.37444 0.047
H -1.60243 2.69831 -3.18003 0.088
H -5.85277 -0.53064 -0.39547 0.096
C -2.61524 0.97686 3.06454 -0.522
H -0.60540 1.71769 3.52134 0.041
C -3.37125 3.43495 -1.03440 -0.127
H -4.29915 2.23003 3.62073 0.064
H 1.11385 1.44370 -2.46387 0.059
H -2.22292 -0.79501 -1.38196 0.010
H -3.40397 0.32173 -2.08851 0.080
Sb -2.42854 1.29757 0.89670 1.563
C 2.85698 3.78206 -0.31051 -0.260
H 2.92158 0.34766 -1.67053 -0.015
H -3.84041 -1.36527 -1.78922 0.094
Si 0.95390 -5.00517 -0.23218 0.388
H -2.42836 3.20036 -1.52938 0.025
H 2.28399 -7.04802 -0.54304 0.049
H -0.05218 3.54059 1.63185 0.056
C 4.85821 -3.46053 0.98675 -0.237
H -0.89461 -4.07460 -1.58752 -0.006
H 5.88608 -3.43432 1.36123 0.047
H 0.69975 -4.72811 2.22522 0.014
H 1.21295 3.87261 -3.23240 0.113
H -4.44025 3.65703 2.26329 0.060
H -0.92613 -5.83718 -1.62478 0.047
S -2.47958 -3.38324 4.98104 1.002
Ge 0.00758 1.96743 -0.34928 0.912
S -4.83593 -5.16653 4.93686 0.757
H 4.31773 -3.46653 -2.34702 0.024
C -3.72004 -4.30442 4.15897 -1.436
C 2.83449 5.20685 -0.85852 -0.094
H 5.52831 -0.53528 0.05193 0.038
C 0.12738 3.98373 -3.15129 -0.282
H 0.80935 -1.02927 -4.29464 0.039
H 0.07371 5.94776 -4.06712 0.078
C -4.04157 1.17646 3.56544 -0.110
N 1.61542 0.23436 1.25389 -0.375
H -5.38727 1.13644 -0.70233 0.070
H 2.31262 2.69550 1.46777 0.086
C -0.52024 2.60829 -3.28054 -0.273
S -3.62786 -4.20595 2.41470 0.982
H -4.78684 0.66828 2.95296 0.064
O 1.44786 0.83573 -0.01438 -0.437
C -4.57436 3.58356 1.18796 -0.111
C 0.31722 -5.42932 1.48086 -0.222
S -0.25753 -1.87395 3.67973 0.651
C 3.37423 -0.28411 -2.43291 -0.215
C -0.26791 -4.96518 -1.64198 -0.217
H -2.48944 3.95891 0.85031 0.079
H -0.77241 -5.40641 1.51920 0.005
H -0.09683 4.38641 -2.15639 0.082
H 2.67298 -2.68578 3.37452 0.009
O 0.66309 0.69463 2.08804 -0.429
C -2.26468 -3.16425 2.34442 -1.089
H 2.73239 -0.91606 3.32248 0.008
H 3.88751 3.50908 -0.07735 0.114
H 3.23980 5.90484 -0.12540 0.083
H 2.96759 -4.23157 -3.19588 0.020
C 0.04572 1.59441 -2.29134 -0.266
H -3.62910 4.46674 -1.28182 0.100
H -0.33478 2.22220 -4.28749 0.124
Sb 1.80939 -2.47881 -0.06322 1.006
H -1.68110 1.57988 4.90142 0.096
C 0.80729 -1.81946 -3.54053 -0.207
S -1.57299 -2.68116 0.86854 0.566
H 3.29638 -5.76337 0.10605 0.016
H -0.22432 -1.02988 -0.37580 -0.053
C 4.79996 -0.32471 0.83606 -0.190
H -3.68523 -1.02108 0.65870 0.034
H 4.08401 0.40793 0.46749 0.003
C -0.36023 4.95975 -4.21570 -0.088
H -2.35020 -0.07705 3.16006 0.021
H -0.45674 0.62818 -2.37172 0.039
C 0.50916 3.57665 0.69633 -0.274
H 4.90463 -3.62529 -0.09089 0.013
H 4.00983 -3.08729 -4.03754 0.050
H -0.01400 -1.61289 -2.85054 -0.006
H 0.63522 -6.43332 1.76924 0.046
H 1.82255 5.53056 -1.11068 0.059
H 2.49387 3.08740 -1.07751 0.075
H -0.07894 4.61538 -5.21137 0.082
C -1.70867 -2.78127 3.58096 -1.096
H -5.33917 2.83791 0.97891 0.066
H -4.11370 0.77202 4.57794 0.096
H -4.14993 2.79519 -1.45177 0.074
H 5.33925 0.12394 1.67438 0.049
C -5.23891 0.29478 -0.02669 -0.119
C -3.27791 -0.51472 -1.39739 -0.155
H 0.17626 4.44513 0.12417 0.063
C -1.63463 1.84658 3.84267 -0.128
Si 3.95409 -1.87785 1.40901 0.418
H 2.88132 -5.78198 -1.60803 0.019
H 4.37098 -4.32670 1.43721 0.025
H 4.40719 -0.48077 -2.14314 0.034
H 3.43816 5.27814 -1.76323 0.080
H 2.22226 4.44045 1.64127 0.125
H 4.12883 -1.82793 3.88040 0.049
H 0.25837 -4.95906 -2.59789 0.031
Si 2.42250 -1.87920 -2.59987 0.419
H -4.94977 4.54872 0.83969 0.096
C -3.78324 -0.15913 -0.00124 -0.537
C 3.52668 -3.30266 -3.08026 -0.210
C 2.50010 -5.97742 -0.60597 -0.206
Mo 0.02914 -1.02087 1.48171 0.724
H -5.61186 0.56480 0.95985 0.058
H -1.44680 5.06016 -4.18469 0.077
C -3.26026 3.27907 0.47737 -0.516
H -1.89995 2.90249 3.75512 0.086
C 3.31002 -1.82691 3.15604 -0.235

(3)
61
Properties=species:S:1:pos:R:3:nbo_charge:R:1 method="wB97M-V/def2-TZVPD" total_charge=-1 e_lumo_ev=2.8460 relative_energy_kj_mol=936.6 fmax_ev_per_a=3.29
H 0.66613 -2.02103 3.51050 0.162
H -1.07544 -2.88346 1.03987 0.196
N 0.72259 0.09798 3.97332 -0.444
H -1.63177 3.33886 -1.67308 0.183
O 1.44672 0.93261 -3.27140 -0.713
C -1.66214 0.00172 -2.23954 -0.436
C 0.14067 0.95036 3.08887 0.492
C 0.87641 0.42072 5.39242 -0.414
H 0.60171 1.45223 5.61296 0.235
H -0.60236 -2.63892 -4.19061 0.230
C -0.64279 3.12710 -1.26664 -0.430
H -4.73343 -3.14827 0.60707 0.230
H -3.28085 -4.12096 0.75568 0.200
H 1.92028 0.32799 5.69215 0.182
C -1.19263 -1.73263 -4.05529 -0.417
H 2.84458 1.14404 -1.86359 0.231
H -0.89641 -1.03309 -4.83695 0.207
C -3.36279 -1.16977 0.03986 0.526
H 2.35736 2.35917 -0.52927 0.181
H 1.45363 0.99019 -0.94255 0.240
H 1.49082 -0.33701 0.73388 0.167
C 0.71759 1.39370 -2.34915 0.484
O 3.15115 -1.01625 1.74958 -0.680
H -2.55532 -0.45100 -0.16888 0.138
O -0.66342 -3.34628 -1.76923 -0.682
H -0.31292 3.35962 -4.22451 0.192
H 2.24530 -1.40726 3.92227 0.193
N 3.16340 0.68983 0.21882 -0.421
H 4.86755 2.01758 0.30269 0.195
H -1.17308 0.83039 -2.75163 0.190
C 0.47401 3.52669 -3.48902 -0.419
O -0.36771 2.00748 3.47384 -0.691
Cl -0.27146 0.13627 0.31199 -0.661
N -3.01472 -2.07713 0.94156 -0.423
H -2.24227 -2.02407 -4.09307 0.191
C -1.73421 -2.15697 1.51561 -0.464
H 0.22501 0.64899 2.03329 0.163
N -1.07017 -1.28859 -2.65414 -0.432
H 0.44267 0.84071 -1.43765 0.187
H -4.04671 -3.33736 2.21779 0.189
H 0.51368 4.58054 -3.21345 0.194
C 2.57558 -0.30866 0.92015 0.476
H -0.76995 -1.66065 -0.62330 0.166
H -2.70528 -0.03691 -2.55332 0.191
H -1.70366 -2.45379 2.56398 0.190
H -0.33025 4.10137 -0.89082 0.193
C 2.48664 1.32553 -0.85017 -0.445
H 4.94003 0.53986 1.23084 0.226
H -1.72591 0.12676 -1.15861 0.239
C -0.82436 -2.13035 -1.61760 0.492
C 1.32102 -1.15652 3.40176 -0.412
H 1.56001 -1.11415 2.33913 0.255
H 0.31399 -0.32512 5.95413 0.183
H 1.42742 3.25302 -3.94092 0.234
H -1.15740 -1.23346 1.46539 0.263
N 0.24100 2.63915 -2.29996 -0.445
H -0.83160 2.44035 -0.44152 0.263
H 5.05054 0.38122 -0.50485 0.191
C -3.79957 -3.25156 1.15965 -0.418
O -4.44401 -1.08514 -0.55929 -0.674
C 4.58710 0.96433 0.29097 -0.421

| no. | energy (eV) |
| --- | --- |
| 1 | -388913.7390 |
| 2 | -185986.5574 |
| 3 | -46330.6470 |